{
  "formula": "C15H20N2O5S",
  "method": "wB97M-V/def2-TZVPD",
  "symbols": ["C", "C", "O", "C", "O", "C", "C", "C", "N", "C", "O", "C", "C", "C", "S", "C", "C", "O", "O", "C", "C", "C", "N", "H", "H", "H", "H", "H", "H", "H", "H", "H", "H", "H", "H", "H", "H", "H", "H", "H", "H", "H", "H"],
  "coordinates": [[-2.614, 1.802, 1.178], [-3.528, 0.857, 0.414], [-2.796, -0.276, -0.065], [-2.500, -0.332, -1.360], [-2.817, 0.496, -2.175], [-1.718, -1.593, -1.670], [-0.323, -1.273, -2.293], [-0.469, -0.733, -3.712], [0.467, -2.487, -2.312], [1.174, -3.016, -1.271], [1.628, -4.143, -1.330], [1.366, -2.070, -0.165], [1.993, -2.293, 1.034], [2.537, -3.575, 1.538], [2.100, -0.848, 1.977], [1.296, 0.084, 0.740], [0.986, 1.480, 0.864], [0.423, 2.116, -0.013], [1.358, 1.992, 2.045], [1.114, 3.377, 2.277], [2.353, 4.011, 2.888], [0.963, -0.713, -0.339], [0.378, -0.300, -1.486], [-3.193, 2.641, 1.554], [-1.829, 2.177, 0.526], [-2.154, 1.283, 2.016], [-4.308, 0.453, 1.065], [-3.984, 1.366, -0.441], [-1.581, -2.153, -0.745], [-2.291, -2.193, -2.377], [-0.899, -1.489, -4.363], [-1.124, 0.134, -3.706], [0.507, -0.445, -4.095], [0.332, -3.105, -3.099], [3.561, -3.445, 1.884], [2.510, -4.313, 0.740], [1.945, -3.935, 2.379], [0.262, 3.454, 2.961], [0.850, 3.851, 1.326], [2.158, 5.057, 3.104], [3.191, 3.940, 2.199], [2.617, 3.498, 3.809], [0.059, 0.662, -1.503]],
  "mulliken_charge": [-0.9017, -0.3899, -0.2703, 0.6188, -0.6211, -0.8624, 0.6035, -1.7391, -0.0253, -0.0083, -0.7275, -0.2652, 1.0038, -1.4294, -0.3037, 0.3893, 1.0986, -0.7557, -0.2654, -0.2410, -1.2874, -0.4512, -0.1288, 0.4497, 0.2010, 0.2529, 0.2833, 0.3342, 0.2966, 0.4632, 0.4457, 0.3456, 0.4374, 0.3097, 0.3598, 0.3601, 0.3154, 0.2674, 0.3532, 0.3928, 0.3229, 0.3103, 0.4580],
  "gap_ev": 8.6,
  "e_above_lowest_kj_mol": 0.0
}

{
  "formula": "C15H20N3O4S",
  "method": "wB97M-V/def2-TZVPD",
  "symbols": ["C", "N", "C", "O", "C", "C", "C", "C", "C", "C", "O", "C", "C", "N", "C", "O", "C", "C", "S", "N", "C", "C", "O", "H", "H", "H", "H", "H", "H", "H", "H", "H", "H", "H", "H", "H", "H", "H", "H", "H", "H", "H", "H"],
  "coordinates": [[2.881, -0.581, -2.470], [1.940, -0.596, -1.293], [2.218, -0.194, -0.066], [3.335, 0.195, 0.230], [1.214, -0.273, 1.060], [0.814, 1.230, 1.267], [0.713, 2.065, -0.070], [-0.384, 2.205, -0.954], [-0.346, 3.040, -2.095], [0.744, 3.866, -2.315], [0.810, 4.790, -3.289], [1.813, 3.760, -1.405], [1.821, 2.900, -0.303], [0.044, -1.082, 0.804], [-0.050, -2.415, 0.977], [0.906, -3.016, 1.442], [-1.459, -3.144, 0.885], [-2.018, -3.348, -0.534], [-1.960, -1.721, -1.443], [-2.525, -2.382, 1.420], [-2.591, -2.093, 2.699], [-3.429, -0.886, 3.045], [-2.114, -2.821, 3.573], [3.272, 0.468, -2.730], [3.798, -1.119, -1.948], [2.378, -1.216, -3.201], [0.996, -0.897, -1.383], [1.641, -0.764, 1.910], [-0.022, 1.438, 1.916], [1.626, 1.558, 1.878], [-1.288, 1.616, -0.803], [-1.152, 3.129, -2.779], [1.474, 5.391, -2.956], [2.756, 4.261, -1.650], [2.624, 3.006, 0.435], [-0.671, -0.705, 0.167], [-1.500, -4.135, 1.401], [-3.027, -3.754, -0.505], [-1.350, -4.078, -0.971], [-3.034, -1.776, 0.794], [-3.193, -0.120, 2.360], [-4.492, -1.117, 2.816], [-3.210, -0.685, 4.084]],
  "mulliken_charge": [-0.9246, 0.0566, 0.2498, -0.7311, 0.1570, -1.8585, 0.6478, 0.0217, -0.8738, 0.7941, -0.5508, -0.5529, -0.5989, -0.0201, 0.6214, -0.7236, -0.1350, -1.1157, -0.4920, -0.1691, 0.8135, -1.2597, -0.7060, 0.2161, 0.2628, 0.3850, 0.1880, 0.6099, 0.4237, 0.4689, 0.3072, 0.4609, 0.2904, 0.2450, 0.2648, -0.1350, 0.3018, 0.3970, 0.4352, 0.2645, 0.3233, 0.3049, 0.3357],
  "gap_ev": 6.5,
  "e_above_lowest_kj_mol": 154.4,
  "total_charge": -1
}

{
  "formula": "C15H20O13Rb",
  "method": "wB97M-V/def2-TZVPD",
  "symbols": ["Rb", "C", "C", "C", "O", "C", "C", "C", "O", "O", "O", "H", "H", "C", "O", "C", "O", "O", "C", "H", "H", "H", "H", "H", "H", "C", "O", "C", "O", "O", "C", "H", "H", "H", "H", "H", "H", "C", "O", "C", "O", "O", "C", "H", "H", "H", "H", "H", "H"],
  "coordinates": [[1.872, -11.886, -28.348], [5.150, -11.500, -28.214], [4.936, -10.758, -29.418], [5.724, -9.388, -29.567], [5.528, -8.614, -30.506], [6.836, -9.199, -28.682], [7.031, -9.971, -27.577], [6.102, -11.120, -27.307], [6.132, -11.874, -26.247], [8.071, -9.605, -26.932], [4.081, -11.123, -30.286], [4.469, -12.319, -28.034], [7.479, -8.355, -28.881], [-0.086, -14.234, -24.966], [0.839, -13.596, -24.137], [1.572, -12.598, -24.584], [1.431, -12.024, -25.627], [2.466, -12.234, -23.557], [3.362, -11.189, -23.828], [-0.766, -14.795, -24.324], [0.470, -14.908, -25.618], [-0.749, -13.618, -25.573], [2.943, -10.186, -23.751], [3.773, -11.259, -24.835], [4.250, -11.165, -23.196], [-0.988, -6.917, -29.136], [-0.338, -8.273, -29.065], [-0.382, -9.138, -30.132], [0.207, -10.217, -30.146], [-1.218, -8.685, -31.069], [-1.371, -9.291, -32.430], [-0.560, -6.424, -30.008], [-0.976, -6.338, -28.212], [-2.035, -7.117, -29.363], [-1.956, -10.210, -32.379], [-0.466, -9.407, -33.026], [-2.022, -8.628, -33.000], [4.621, -15.489, -25.973], [3.679, -16.365, -26.632], [2.913, -15.921, -27.619], [2.740, -14.702, -27.905], [2.279, -16.949, -28.103], [1.329, -16.712, -29.092], [5.373, -15.031, -26.616], [5.216, -16.004, -25.218], [4.191, -14.550, -25.625], [1.694, -16.503, -30.098], [0.633, -15.886, -28.948], [0.806, -17.639, -29.329]],
  "mulliken_charge": [1.1356, 0.4945, -0.0041, 0.3913, -0.5786, -0.2953, 0.3614, 0.0440, -0.7982, -0.5741, -0.7866, 0.2770, 0.4467, -0.5257, -0.3287, 0.6939, -0.4821, -0.3112, -0.4371, 0.2575, 0.1581, 0.2840, 0.3036, 0.0649, 0.2611, -0.5645, -0.2884, 0.7200, -0.4728, -0.3348, -0.6915, 0.2809, 0.2488, 0.2691, 0.2963, 0.3204, 0.2569, -0.5183, -0.3390, 0.6784, -0.4821, -0.3332, -0.7177, 0.3362, 0.3241, 0.0759, 0.3173, 0.2800, 0.2865],
  "gap_ev": [7.1, 5.8],
  "spin_multiplicity": 2,
  "s2": 0.788
}

{
  "formula": "C15H21AsN3O3PtSSbSe4",
  "method": "wB97M-V/def2-TZVPD",
  "symbols": ["Pt", "Se", "Sb", "Se", "Se", "Se", "O", "S", "O", "O", "C", "N", "C", "C", "C", "N", "C", "C", "C", "N", "C", "C", "H", "H", "H", "H", "H", "H", "C", "C", "As", "C", "C", "C", "C", "H", "H", "H", "H", "H", "H", "H", "H", "H", "H", "H", "H", "H", "H", "H"],
  "coordinates": [[0.975, 0.999, -2.080], [5.109, 2.277, -5.352], [3.047, 2.860, -4.280], [1.316, 0.979, -4.425], [2.991, 2.322, -1.798], [1.986, 4.957, -4.770], [-1.407, -0.721, 6.496], [-0.264, -1.046, 7.325], [0.149, 0.006, 8.238], [-0.284, -2.380, 7.897], [1.140, -1.119, 6.159], [2.298, -1.569, 6.652], [3.314, -1.618, 5.807], [3.213, -1.241, 4.476], [1.971, -0.785, 4.065], [0.944, -0.719, 4.910], [1.689, -0.355, 2.663], [2.604, -0.501, 1.629], [2.261, -0.118, 0.347], [1.063, 0.408, 0.041], [0.191, 0.560, 1.043], [0.452, 0.192, 2.348], [4.259, -1.976, 6.204], [4.069, -1.300, 3.819], [3.589, -0.916, 1.789], [2.952, -0.226, -0.476], [-0.769, 0.972, 0.778], [-0.293, 0.318, 3.122], [-2.994, 1.442, -0.853], [-2.559, 0.024, -1.210], [-1.119, -0.040, -2.539], [-1.064, -1.951, -2.950], [-2.315, -2.551, -3.578], [-2.039, 0.668, -4.114], [-2.004, 2.186, -4.263], [-3.784, 1.428, -0.099], [-3.382, 1.960, -1.729], [-2.175, 2.053, -0.475], [-3.405, -0.519, -1.639], [-2.225, -0.540, -0.336], [-0.814, -2.449, -2.011], [-0.195, -2.057, -3.603], [-3.197, -2.400, -2.953], [-2.197, -3.627, -3.720], [-2.521, -2.111, -4.554], [-3.065, 0.288, -4.087], [-1.526, 0.206, -4.960], [-2.639, 2.686, -3.533], [-2.356, 2.469, -5.257], [-0.990, 2.575, -4.161]],
  "mulliken_charge": [0.5707, -0.6807, 0.6090, -0.4899, -0.5331, -0.6874, -0.6759, 1.1902, -0.6940, -0.6935, 0.0606, -0.5096, -0.3268, -0.5999, 0.5173, -0.3351, 1.1811, -0.9339, -0.5719, -0.0627, -0.4619, -0.5652, 0.3997, 0.3365, 0.2631, 0.6189, 0.3119, 0.6130, -1.3150, -0.7708, 0.1967, -0.5637, -1.1271, -0.8000, -1.0779, 0.3689, 0.3336, 0.3090, 0.4752, 0.5478, 0.4342, 0.3930, 0.2696, 0.3960, 0.2619, 0.5364, 0.5036, 0.2045, 0.3659, 0.2079],
  "gap_ev": 5.8,
  "e_above_lowest_kj_mol": 0.0,
  "total_charge": -2
}

{
  "formula": "C15H21B2F4N6O9V",
  "method": "wB97M-V/def2-TZVPD",
  "symbols": ["V", "C", "C", "N", "O", "B", "F", "F", "O", "N", "C", "C", "C", "N", "O", "B", "F", "F", "O", "N", "C", "C", "C", "H", "H", "H", "H", "H", "H", "H", "H", "H", "H", "H", "H", "O", "C", "C", "O", "C", "C", "O", "C", "O", "O", "N", "C", "C", "N", "H", "H", "H", "H", "H", "H", "H", "H", "H"],
  "coordinates": [[-0.229, -0.002, 0.234], [2.750, 2.343, -1.016], [1.457, 1.586, -1.328], [1.313, 0.396, -0.512], [2.274, -0.475, -0.770], [1.890, -1.895, -0.476], [2.755, -2.746, -1.002], [0.563, -2.073, -1.012], [1.724, -2.033, 0.983], [0.960, -1.042, 1.453], [1.133, -0.675, 2.683], [2.068, -1.332, 3.626], [0.254, 0.408, 3.038], [-0.462, 0.793, 2.027], [-1.421, 1.692, 2.252], [-2.408, 1.766, 1.132], [-2.612, 0.391, 0.728], [-3.543, 2.325, 1.526], [-1.759, 2.454, 0.001], [-0.590, 1.894, -0.280], [0.221, 2.433, -1.100], [0.010, 3.701, -1.839], [0.154, 1.007, 4.391], [3.591, 1.672, -1.178], [2.746, 2.683, 0.018], [2.846, 3.193, -1.686], [2.901, -1.755, 3.068], [1.573, -2.154, 4.142], [2.422, -0.623, 4.368], [-1.057, 3.922, -1.914], [0.464, 3.648, -2.829], [0.480, 4.528, -1.302], [0.296, 0.268, 5.176], [-0.811, 1.499, 4.498], [0.929, 1.767, 4.500], [-0.591, -1.328, -6.070], [-0.263, -0.993, -4.998], [0.969, -0.130, -4.557], [1.900, 0.056, -5.273], [0.668, 0.313, -3.208], [-0.484, -0.277, -2.662], [-1.082, -0.195, -1.559], [-1.013, -1.267, -3.654], [-1.819, -2.123, -3.510], [1.536, 1.199, -2.699], [-4.027, -3.743, 3.382], [-3.615, -3.068, 2.113], [-2.147, -2.584, 2.164], [-1.670, -2.132, 0.866], [-5.032, -3.972, 3.366], [-3.863, -3.137, 4.199], [-3.504, -4.620, 3.519], [-4.262, -2.201, 1.951], [-3.758, -3.768, 1.286], [-1.490, -3.385, 2.520], [-2.087, -1.753, 2.878], [-2.423, -1.688, 0.345], [-1.328, -2.909, 0.302]],
  "mulliken_charge": [-0.9804, -1.7068, 0.8877, 0.4775, -0.4820, 0.8493, -0.2877, -0.3712, -0.6881, 1.1986, 0.3360, -1.7676, 0.4246, 1.2474, -0.5754, 0.5999, -0.4070, -0.2956, -0.5322, 0.8842, 0.3970, -1.6657, -1.9479, 0.4848, 0.3589, 0.4052, 0.4184, 0.2946, 0.4967, 0.4366, 0.4328, 0.3290, 0.4629, 0.4745, 0.3492, -0.2442, 0.3850, 0.2594, -0.3830, 0.6665, 0.8042, -0.2246, -0.1078, -0.4042, -0.4596, -0.2266, -0.8373, -0.7512, -0.3352, 0.3798, 0.3612, 0.3696, 0.4200, 0.3841, 0.5173, 0.3181, 0.2724, 0.2978],
  "gap_ev": [7.8, 5.5],
  "spin_multiplicity": 3,
  "e_above_lowest_kj_mol": 0.0,
  "s2": 2.468,
  "total_charge": 2
}

| no. | largest force on an atom (eV/A) |
| --- | --- |
| 1 | 0.68 |
| 2 | 4.01 |
| 3 | 5.76 |
| 4 | 1.08 |
| 5 | 4.47 |